{
  "formula": "C4H14NO3",
  "method": "ωB97M-V with the def2-TZVPD basis set",
  "orbital_gap_ev": 8.244,
  "relative_energy_ev": 0.588,
  "total_charge": -1,
  "lumo_ha": 0.14688,
  "symbols": ["O", "O", "O", "N", "C", "C", "C", "C", "H", "H", "H", "H", "H", "H", "H", "H", "H", "H", "H", "H", "H", "H"],
  "positions_angstrom": [[-2.828, 0.246, 1.765], [-1.763, -0.057, -2.412], [-1.122, 0.780, 0.025], [0.153, -1.870, 0.559], [-0.042, 1.621, 0.247], [1.378, -1.562, -0.167], [1.266, 0.887, 0.528], [1.644, -0.108, -0.571], [-0.269, 2.359, 1.029], [-1.470, 0.188, -1.488], [0.177, 2.133, -0.715], [2.097, 1.598, 0.671], [1.228, 0.481, 1.549], [-0.566, -1.263, 0.160], [-2.723, 0.043, -2.372], [1.011, 0.089, -1.427], [0.193, -1.430, 1.483], [1.260, -2.125, -1.101], [2.172, -2.194, 0.230], [2.663, 0.059, -0.900], [-2.372, -0.606, 1.690], [-2.086, 0.732, 1.217]]
}

***

{
  "formula": "C17H35FN2O11",
  "method": "ωB97M-V with the def2-TZVPD basis set",
  "orbital_gap_ev": 10.032,
  "smiles": "C[C@@H](F)N(CCN)C(=O)O.CCOC(=O)OC.CCOC(=O)OC.CCOC(=O)OC",
  "total_charge": 0,
  "lumo_ha": 0.01605,
  "symbols": ["F", "O", "O", "O", "O", "O", "O", "O", "O", "O", "O", "O", "N", "N", "C", "C", "C", "C", "C", "C", "C", "C", "C", "C", "C", "C", "C", "C", "C", "C", "C", "H", "H", "H", "H", "H", "H", "H", "H", "H", "H", "H", "H", "H", "H", "H", "H", "H", "H", "H", "H", "H", "H", "H", "H", "H", "H", "H", "H", "H", "H", "H", "H", "H", "H", "H"],
  "positions_angstrom": [[6.216, 0.841, -3.128], [-0.638, -0.705, -7.400], [-0.453, -1.756, -5.407], [2.064, 0.293, 2.801], [-3.196, 1.076, 4.657], [-4.700, 1.838, 6.004], [2.318, -0.836, 4.743], [0.838, -1.451, 3.143], [4.184, 2.604, -4.045], [-1.896, -2.418, -7.021], [2.959, 3.217, -2.366], [-4.890, 2.301, 3.797], [4.097, 1.243, -2.189], [1.608, 0.794, -1.170], [5.835, 0.038, -0.976], [1.793, -0.682, 3.671], [3.023, 1.246, 3.262], [-2.372, -3.469, -6.169], [-2.702, 0.884, 3.330], [2.059, -0.255, -2.113], [0.395, -2.539, 3.967], [-0.946, -1.641, -6.500], [0.326, 0.251, -6.952], [-7.136, 1.721, 5.918], [3.792, 2.381, -2.981], [5.499, 1.107, -1.982], [3.460, 0.048, -2.749], [-4.324, 1.789, 4.727], [-5.918, 2.552, 6.263], [-0.558, -2.064, 5.043], [-3.346, -2.948, -5.132], [5.943, -0.892, -1.519], [-2.597, 1.830, 2.805], [-5.916, 3.501, 5.729], [2.600, 1.845, 4.068], [-0.057, -1.400, 5.747], [-7.184, 1.521, 4.848], [-2.873, -4.176, -6.828], [-0.106, 0.886, -6.179], [0.834, 0.437, -0.622], [-1.725, 0.416, 3.415], [1.316, -0.305, -2.895], [-1.533, -3.987, -5.707], [-7.098, 0.759, 6.431], [1.222, -0.240, -6.579], [-0.115, -3.228, 3.296], [6.787, 0.226, -0.515], [5.865, 2.050, -1.600], [3.313, 0.146, -3.817], [5.044, -0.114, -0.263], [-2.853, -2.266, -4.440], [1.182, 1.511, -1.745], [3.253, 1.891, 2.419], [3.934, 0.755, 3.597], [-3.365, 0.219, 2.776], [-4.156, -2.399, -5.613], [-0.963, -2.908, 5.599], [-5.907, 2.773, 7.328], [4.059, -0.831, -2.589], [0.585, 0.862, -7.812], [1.250, -3.065, 4.390], [-8.047, 2.242, 6.211], [2.977, 2.953, -1.431], [-1.383, -1.505, 4.600], [2.090, -1.193, -1.591], [-3.769, -3.773, -4.560]]
}

***

{
  "formula": "CHBr2FO",
  "method": "ωB97M-V with the def2-TZVPD basis set",
  "orbital_gap_ev": [6.622, 5.881],
  "relative_energy_ev": 2.892,
  "total_charge": 0,
  "lumo_ha": [-0.08418, -0.10176],
  "symbols": ["Br", "Br", "F", "O", "C", "H"],
  "positions_angstrom": [[2.186, 1.689, 0.032], [-2.066, 0.548, 0.808], [-0.349, 0.401, -1.196], [0.090, -1.044, 0.503], [-0.417, 0.080, 0.104], [0.557, -1.675, -0.250]]
}

***

F_max across the listed records, respectively: 2.170, 3.995, 3.907 eV/Å.